ORCA calculation (wB97M-V/def2-TZVPD) on an isolated molecule of CH2N4O2 at a distorted geometry.

Properties
SMILES = O=c1nn[nH]n1O
Energy = -408.6551 a.u.
HOMO = -10.19 eV
Net charge = 0
HOMO-LUMO gap = 9.26 eV

Geometry as XYZ:
```
9
Properties=species:S:1:pos:R:3:forces:R:3:mulliken_charge:R:1
O 0.361643 -1.930674 0.956615 -2.066 1.156 -0.161 -0.50
C -0.242202 -0.917128 0.649124 4.191 -3.156 0.743 0.54
N -1.523499 -0.493208 0.824802 -1.599 -0.411 1.718 -0.18
N -1.626839 0.662820 0.417891 1.160 1.142 -2.638 -0.16
N -0.456901 0.948335 -0.388080 -2.881 3.233 0.643 -0.14
N 0.499512 0.127045 0.037784 0.516 -1.135 -1.016 0.15
O 1.161953 -0.457136 -1.102871 3.615 2.831 1.535 -0.39
H -0.234203 1.966288 -0.460682 -0.330 -1.235 0.468 0.27
H 2.060537 0.093659 -0.934582 -2.607 -2.424 -1.291 0.39
```
Forces are in eV/Å.